# 1
Computed, not measured: C2H3N2O2 as an isolated structure, with ωB97M-V/def2-TZVPD.

The geometry in XYZ format:
```
9
Properties=species:S:1:pos:R:3
C -0.51045 -1.04479 -0.00300
C 0.23480 0.15234 -0.13288
N -1.27255 1.24894 0.04515
N 1.40489 0.62077 0.02240
O -1.76379 -1.16779 0.14540
O -2.20231 0.59159 -0.03132
H 0.06932 -1.97508 -0.10523
H 1.84785 1.28929 -0.60923
H 2.19224 0.28473 0.66871
```

The calculated total energy is -337.5178 Ha. As for the net charge: +1. As for the orbital gap (spin up / spin down): 7.84 / 7.84 eV. The value obtained for the relative energy (zero: lowest compared OMol25 entry of this formula, charge and spin) is 138.3 kcal/mol. As for the spin multiplicity: 1. For the LUMO energy (spin up / spin down), the calculation gives -7.02 / -7.02 eV. For the highest occupied orbital energy (spin up / spin down), the calculation gives -14.86 / -14.86 eV.

***

# 2
Computed, not measured: an isolated ion of composition C13H7F6O5S and charge -1, with ωB97M-V/def2-TZVPD.

The geometry in XYZ format:
```
32
Properties=species:S:1:pos:R:3
O -3.23313 -2.47693 1.37433
C -2.05600 -2.47107 1.56518
O -1.49593 -3.46447 2.38406
C -0.24589 -2.99854 2.86724
O 0.40018 -3.67444 3.65470
C -0.02332 -1.70224 2.24975
C -0.94658 -1.35500 1.24766
C -0.62745 -0.72219 -0.14885
C 0.32049 0.45390 -0.50929
C -0.08943 1.80101 -0.45968
C 0.84384 2.83611 -0.35580
C 2.19762 2.54107 -0.41582
C 3.18778 3.65243 -0.16197
F 4.39991 3.18798 0.24085
F 3.44223 4.38188 -1.30162
F 2.79132 4.55460 0.77897
C 2.61756 1.25850 -0.72207
C 1.67701 0.22428 -0.78609
S -2.09934 -0.29369 -1.29537
O -1.90449 0.50613 -2.47162
O -3.14507 0.01080 -0.33279
C -2.47960 -2.03408 -1.97405
F -3.81294 -2.16251 -2.24553
F -2.14693 -2.94341 -1.04160
F -1.79893 -2.31970 -3.08760
H 0.85000 -1.09294 2.53901
H -1.48867 -0.33161 1.37299
H -0.22362 -1.61785 -0.58746
H -1.13574 2.08661 -0.35093
H 0.50231 3.85802 -0.21080
H 3.67461 1.08922 -0.85386
H 2.04821 -0.78188 -0.96194
```

The calculated total energy is -1873.1673 Ha. As for the net charge: -1. As for the orbital gap: 5.92 eV. As for the SMILES: O=C1OC([O-])=C[C@H]1[C@H](c1ccc(C(F)(F)F)cc1)S(=O)(=O)C(F)(F)F. As for the spin multiplicity: 1. For the LUMO energy, the calculation gives 2.48 eV. For the highest occupied orbital energy, the calculation gives -3.44 eV.

***

# 3
Computed, not measured: C11H14BBe2Br3Cl3F5NO16PS as an isolated structure, with ωB97M-V/def2-TZVPD.

The geometry in XYZ format:
```
58
Properties=species:S:1:pos:R:3
O 4.71902 -4.76122 1.32453
C 4.55534 -3.72611 1.05331
N 4.19605 -2.76593 0.40065
O 2.95089 -2.47343 1.11745
P 2.21748 -1.14165 0.70494
O 1.55296 -0.49770 1.78050
O 3.23571 -0.13288 0.03880
S 4.21137 0.62693 1.25562
O 1.20531 -1.63922 -0.47200
C 0.54252 -2.69095 0.05064
F 1.43529 -3.75075 0.44470
F -0.21033 -3.16254 -0.89346
C -0.44293 -2.37971 1.23078
F -1.32254 -3.36604 1.23176
F 0.12752 -2.40973 2.38991
F -1.11730 -1.29678 1.02570
H 4.36082 -0.31118 2.22914
Be 2.05954 -4.21672 2.28100
C -1.55484 -4.00445 -4.35336
Br -3.20250 -4.06098 -3.35102
Br -1.13850 -5.71328 -5.13166
Br -1.57173 -2.60107 -5.66995
H -0.76631 -3.77357 -3.65401
Cl 0.70536 -4.79455 4.16370
C -4.87895 -4.76854 2.03027
C -4.45238 -4.08733 3.31944
O -3.34746 -4.75893 3.90721
H -5.14858 -5.80667 2.22050
H -5.73437 -4.25978 1.58081
H -4.05822 -4.77695 1.30795
H -5.26479 -4.09922 4.04370
H -4.17243 -3.04209 3.12978
H -2.62269 -4.74143 3.27587
B 1.31477 4.07926 -0.86575
O 0.07551 3.81540 -0.05876
C -0.89004 3.63347 -0.87866
O -2.04430 3.39510 -0.55853
C -0.36733 3.76595 -2.32115
O -1.03274 3.65718 -3.36101
O 0.87590 4.01179 -2.29555
O 1.85738 5.37958 -0.56780
C 3.11551 5.22788 -0.13602
O 3.82066 6.12050 0.17891
C 3.43832 3.74464 -0.14039
O 4.45575 3.22902 0.18276
O 2.34836 3.08478 -0.58097
Cl 2.88182 -5.25136 2.91911
O -2.92820 1.67963 1.46661
H -2.71730 2.29393 0.69948
H -3.70714 1.12770 1.27911
H -3.03516 2.17707 2.29789
Be -2.05108 5.32948 -2.85578
C 0.69304 7.34303 -3.44642
O -0.60892 7.65048 -3.26381
H 0.94170 6.73590 -4.34076
H 1.37166 8.22039 -3.56235
H 1.19397 6.79005 -2.62683
Cl 3.92952 8.14357 -1.17653
```

The calculated total energy is -12081.6626 Ha. As for the net charge: 0. As for the orbital gap: 2.52 eV. As for the spin multiplicity: 1. For the LUMO energy, the calculation gives -3.75 eV. For the highest occupied orbital energy, the calculation gives -6.28 eV.

***

# 4
Computed, not measured: a 8-piece molecular cluster, C23H59N3O16 overall, with ωB97M-V/def2-TZVPD.

The geometry in XYZ format:
```
101
Properties=species:S:1:pos:R:3
C -2.26081 -5.03293 -6.01122
N -1.21500 -3.92283 -6.02441
O -0.80088 -3.51145 -7.10827
O -0.67620 -3.63229 -4.94217
H -3.24967 -4.57457 -6.02359
H -2.19688 -5.50967 -5.03309
H -2.10186 -5.80297 -6.76614
C -0.66402 2.50542 -4.09230
N -2.13336 2.45492 -4.11109
O -2.67707 1.87901 -5.04124
O -2.75431 2.98642 -3.17441
H -0.34748 3.40796 -4.61512
H -0.23594 1.62100 -4.56414
H -0.33468 2.54439 -3.05397
C 6.69780 1.68446 -3.46058
N 5.99499 0.40728 -3.59396
O 6.39555 -0.60793 -3.02305
O 5.13469 0.28033 -4.43890
H 7.01506 1.97837 -4.46111
H 7.60418 1.44228 -2.90567
H 6.18368 2.43464 -2.85974
C 2.43154 3.14381 7.87424
O 1.13307 3.11074 7.29510
C 0.90025 4.16150 6.36414
C 1.72693 4.03727 5.06173
O 1.79798 2.79842 4.38853
C 2.37050 2.84582 3.08828
H 3.23838 3.12296 7.14166
H 2.52025 2.13401 8.27491
H 2.52007 3.83685 8.71087
H 1.00234 5.11654 6.87948
H -0.15255 4.07764 6.09454
H 2.71051 4.47233 5.23889
H 1.32069 4.80145 4.39909
H 1.65882 3.09150 2.30009
H 2.84598 1.88067 2.91359
H 3.15360 3.60186 3.03101
C -1.21495 -0.79496 -3.20450
O -0.13684 -0.10980 -2.53077
C 1.16989 -0.59812 -2.78949
C 2.28834 0.28321 -2.17116
O 2.09065 0.25439 -0.72541
C 2.83263 1.29158 -0.08647
H -2.20561 -0.35275 -3.09898
H -1.21800 -1.78687 -2.75263
H -0.97385 -0.88872 -4.26336
H 1.32949 -0.47141 -3.86028
H 1.25165 -1.63499 -2.46344
H 2.32739 1.28442 -2.60030
H 3.21704 -0.24251 -2.39307
H 2.72868 2.26110 -0.57361
H 3.89077 1.03237 -0.05101
H 2.53377 1.29593 0.96175
C -2.98778 -2.60887 -0.06216
O -4.01687 -2.68855 0.87960
C -3.66095 -1.99576 2.07414
C -4.62950 -2.23974 3.25455
O -6.03666 -1.91619 3.06846
C -6.43368 -0.50143 3.11570
H -2.06841 -3.13604 0.19272
H -2.79581 -1.58522 -0.38370
H -3.41742 -3.04358 -0.96468
H -3.76303 -0.94404 1.80663
H -2.62384 -2.03335 2.40742
H -4.34610 -1.63915 4.11888
H -4.60992 -3.28842 3.55117
H -7.30207 -0.36699 2.47077
H -5.71681 0.20112 2.69070
H -6.73444 -0.16338 4.10734
C -3.99294 4.86047 1.60245
O -2.97143 4.00133 1.12581
C -3.59033 2.88934 0.46823
C -2.49287 1.96706 -0.11957
O -1.87261 1.32169 1.01296
C -0.61980 0.68776 0.86749
H -4.90163 5.00339 1.01768
H -3.52151 5.83463 1.73238
H -4.22971 4.43256 2.57658
H -4.29294 3.16847 -0.31696
H -4.16062 2.25579 1.14755
H -1.73389 2.53127 -0.66153
H -2.93093 1.29780 -0.86005
H -0.31625 0.34385 1.85627
H 0.17815 1.34317 0.51847
H -0.75767 -0.14981 0.18371
C 4.81600 -4.88359 -0.14298
O 3.69267 -4.36337 0.49059
C 3.04087 -3.31455 -0.19564
C 1.60378 -3.03301 0.32404
O 0.70581 -4.16679 0.28593
C 0.22835 -4.42732 -1.00988
H 5.36157 -4.09400 -0.65970
H 4.43474 -5.58743 -0.88282
H 5.37880 -5.48869 0.56779
H 2.88599 -3.53399 -1.25204
H 3.59597 -2.37773 -0.24400
H 1.15796 -2.19541 -0.21241
H 1.64815 -2.71519 1.36572
H -0.43629 -3.65671 -1.40042
H -0.30105 -5.38008 -1.01956
H 1.06973 -4.70940 -1.64282
```

The calculated total energy is -2279.2254 Ha. As for the net charge: 0. As for the orbital gap: 8.89 eV. The value obtained for the relative energy (zero: lowest compared OMol25 entry of this formula, charge and spin) is 15.4 kcal/mol. As for the SMILES: C[N+](=O)[O-].C[N+](=O)[O-].C[N+](=O)[O-].COCCOC.COCCOC.COCCOC.COCCOC.COCCOC. As for the spin multiplicity: 1. For the LUMO energy, the calculation gives -0.33 eV. For the highest occupied orbital energy, the calculation gives -9.22 eV.

***

# 5
Computed, not measured: a 3-piece molecular cluster, C2H7OS2 overall, with ωB97M-V/def2-TZVPD.

The geometry in XYZ format:
```
12
Properties=species:S:1:pos:R:3
C -2.88950 1.86091 0.33479
O -4.01633 1.80415 0.75769
H -2.33295 2.81418 0.25755
H 2.53904 -1.82625 -3.64542
H -2.30588 0.96736 0.03877
C 1.08652 -1.24267 1.32960
S 2.19322 0.04270 0.62924
S 0.84122 1.46915 -0.08721
H 1.03593 -2.03235 0.59817
H 1.57228 -1.57772 2.24877
H 0.15512 -0.80829 1.67952
H 2.12132 -1.47118 -4.14147
```

The calculated total energy is -951.9944 Ha. As for the net charge: -1. As for the orbital gap: 5.99 eV. The value obtained for the relative energy (zero: lowest compared OMol25 entry of this formula, charge and spin) is 41.7 kcal/mol. As for the spin multiplicity: 1. For the LUMO energy, the calculation gives 3.70 eV. For the highest occupied orbital energy, the calculation gives -2.29 eV.